No. 1
Entry from the OMol25 dataset: C7H21O7Y as an isolated structure at a distorted geometry (ωB97M-V/def2-TZVPD).

Last column: Mulliken charge in e.
Geometry (Å):
Y: -3.574 10.946 2.218  1.995
C: -3.771 10.418 -1.138  -0.857
O: -4.258 10.851 0.100  -0.480
H: -3.638 11.331 -1.842  0.225
H: -2.709 10.009 -0.999  0.194
H: -4.428 9.594 -1.668  0.238
C: -0.660 9.270 1.626  -0.863
O: -1.825 9.924 1.938  -0.787
H: -0.315 8.551 2.369  0.267
H: -0.898 8.680 0.720  0.276
H: 0.155 9.974 1.440  0.248
C: -4.081 12.615 5.320  -0.769
O: -3.786 11.589 4.358  -0.779
H: -3.692 13.545 4.935  0.214
H: -5.168 12.691 5.467  0.254
H: -3.702 12.440 6.324  0.242
C: -6.200 8.997 1.509  -0.317
C: -5.580 8.515 2.822  -0.529
O: -4.124 8.815 2.913  -0.399
O: -6.189 10.410 1.650  -0.644
H: -7.239 8.662 1.546  0.332
H: -5.846 8.669 0.540  0.270
H: -5.705 7.445 3.069  0.414
H: -6.066 9.183 3.505  0.315
H: -3.663 8.253 2.286  0.298
H: -5.711 10.711 0.797  0.488
C: -2.721 13.779 0.541  -0.225
C: -3.799 14.308 1.455  -0.411
O: -4.628 13.191 1.728  -0.309
O: -1.799 13.064 1.355  -0.521
H: -2.351 14.559 -0.121  0.463
H: -3.233 13.016 -0.043  0.016
H: -4.416 15.038 0.876  0.357
H: -3.371 14.854 2.331  0.270
H: -5.467 13.313 2.119  0.232
H: -1.083 12.670 0.838  0.281

## Properties
total charge = 0
maximum force = 2.14 eV/Å
frontier orbital gap = 0.31654 Ha
HOMO energy = -8.10 eV
DFT total energy = -22976.3857 eV

***

No. 2
Entry from the OMol25 dataset: C7H22AuN3O3P as an isolated structure (ωB97M-V/def2-TZVPD).

Last column: Mulliken charge in e.
Geometry (Å):
Au: -0.646 0.437 -0.530  0.436
N: -0.589 1.372 -2.543  -0.708
C: 0.684 1.777 -3.201  -0.528
C: 1.542 0.591 -3.650  -0.622
N: 1.975 -0.353 -2.637  0.126
C: 2.913 -0.147 -1.553  -0.613
C: 2.646 0.998 -0.581  -0.640
N: 1.471 0.764 0.294  -0.566
H: -1.139 0.803 -3.189  0.339
H: -1.145 2.222 -2.432  0.374
H: 1.216 2.451 -2.537  0.321
H: 0.469 2.337 -4.113  0.409
H: 2.459 1.005 -4.099  0.341
H: 1.032 0.014 -4.421  0.470
H: 1.798 -1.334 -2.862  0.369
H: 3.884 0.052 -2.042  0.346
H: 3.021 -1.099 -1.032  0.462
H: 2.534 1.955 -1.081  0.314
H: 3.541 1.077 0.042  0.446
H: 1.336 1.573 0.900  0.333
H: 1.642 -0.021 0.922  0.337
C: -3.972 -1.164 1.478  -0.571
O: -2.828 -0.259 1.713  -0.249
P: -1.317 -0.476 1.491  1.068
O: -0.563 0.291 2.605  -0.254
C: -1.111 0.798 3.893  -0.578
O: -0.885 -1.959 1.414  -0.249
C: -0.904 -2.925 2.544  -0.594
H: -4.615 -1.048 2.343  0.282
H: -3.618 -2.187 1.381  0.311
H: -4.474 -0.832 0.576  0.274
H: -0.270 0.800 4.577  0.270
H: -1.899 0.136 4.239  0.328
H: -1.489 1.800 3.723  0.322
H: 0.023 -3.482 2.475  0.260
H: -1.760 -3.576 2.402  0.305
H: -0.961 -2.391 3.490  0.330

## Properties
total charge = +3
2S+1 = 3
maximum force = 0.16 eV/Å
frontier orbital gap (spin up / spin down) = 0.38418 / 0.25054 Ha
HOMO energy (spin up / spin down) = -19.83 / -20.65 eV
DFT total energy = -31180.6502 eV
expectation value of S² = 2.011

***

No. 3
Entry from the OMol25 dataset: a 3-piece molecular cluster, C7H22N3O3S overall at a distorted geometry (ωB97M-V/def2-TZVPD).

Last column: Mulliken charge in e.
Geometry (Å):
N: 2.426 0.130 1.078  -0.284
C: 2.313 1.152 0.234  0.569
N: 3.374 1.745 -0.246  -0.241
N: 1.075 1.711 -0.177  -0.204
O: 0.360 0.753 -0.920  -0.334
S: 0.107 2.255 1.182  -0.040
H: 1.576 -0.188 1.553  0.127
H: 2.989 -0.654 0.769  0.297
H: 3.307 2.296 -1.090  0.299
H: 4.272 1.629 0.202  0.274
H: 0.278 -0.071 -0.408  0.362
H: 0.742 3.431 1.279  0.192
C: -1.751 1.035 -5.183  -1.145
C: -1.253 -0.396 -5.065  0.359
C: -2.128 -1.223 -4.137  -1.124
O: 0.108 -0.419 -4.623  -0.521
H: -1.733 1.521 -4.202  0.259
H: -1.114 1.607 -5.857  0.310
H: -2.774 1.068 -5.559  0.364
H: -1.233 -0.858 -6.053  0.309
H: -2.119 -0.790 -3.131  0.231
H: -1.757 -2.245 -4.071  0.308
H: -3.161 -1.249 -4.484  0.366
H: 0.125 -0.010 -3.751  0.293
C: 0.245 -0.090 5.118  -1.330
C: -0.332 -0.781 3.897  0.696
C: -1.361 -1.834 4.265  -1.398
O: 0.723 -1.371 3.110  -0.586
H: 0.745 -0.817 5.763  0.347
H: 0.978 0.664 4.830  0.311
H: -0.540 0.393 5.700  0.385
H: -0.790 -0.039 3.239  0.128
H: -0.903 -2.608 4.887  0.367
H: -1.763 -2.313 3.373  0.351
H: -2.185 -1.394 4.825  0.380
H: 1.153 -2.041 3.654  0.324

## Properties
total charge = +1
maximum force = 1.17 eV/Å
frontier orbital gap = 0.28780 Ha
HOMO energy = -12.24 eV
DFT total energy = -29055.2943 eV

***

No. 4
Entry from the OMol25 dataset: a 2-piece molecular cluster, C7H22N4Si overall at a distorted geometry (ωB97M-V/def2-TZVPD).

Last column: Mulliken charge in e.
Geometry (Å):
C: 0.111 1.189 -2.627  -0.979
C: -3.124 -1.466 -0.296  -0.680
C: 2.502 2.341 0.305  -0.938
C: 3.381 -1.471 0.230  -0.957
C: -0.521 -1.638 2.974  -1.062
C: -1.317 0.500 -2.585  -0.571
C: -3.056 0.069 -0.766  -0.888
N: 1.384 1.620 0.953  0.337
N: 2.320 -1.318 1.236  0.335
N: -0.157 -0.304 2.453  0.148
N: -1.803 0.608 -1.158  0.456
Si: 1.315 -0.049 1.474  -1.607
H: 0.806 1.118 -1.716  -0.003
H: 0.596 0.743 -3.448  0.452
H: 0.145 2.180 -2.915  0.416
H: -2.215 -1.665 0.317  0.072
H: -4.173 -1.690 0.221  0.319
H: -2.989 -2.063 -1.141  0.399
H: 2.139 2.698 -0.589  0.337
H: 3.016 3.100 0.779  0.337
H: 3.101 1.501 -0.039  0.289
H: 3.242 -1.095 -0.716  0.319
H: 4.366 -1.273 0.645  0.281
H: 3.458 -2.547 0.212  0.316
H: -1.611 -1.568 3.428  0.210
H: -0.233 -2.299 2.251  0.405
H: 0.096 -1.730 3.811  0.419
H: -2.092 0.984 -3.244  0.329
H: -1.309 -0.551 -2.767  0.412
H: -3.720 0.416 -1.499  0.456
H: -3.338 0.758 0.033  0.397
H: 0.849 2.133 1.628  0.175
H: -1.053 0.349 -0.578  -0.179
H: -0.115 0.419 3.134  0.248

## Properties
total charge = 0
2S+1 = 3
maximum force = 4.94 eV/Å
frontier orbital gap (spin up / spin down) = 0.12560 / 0.10850 Ha
HOMO energy (spin up / spin down) = -2.78 / -6.74 eV
DFT total energy = -21446.1836 eV
expectation value of S² = 2.009

***

No. 5
Entry from the OMol25 dataset: C7H23BrCuN7O4 as an isolated structure at a distorted geometry (ωB97M-V/def2-TZVPD).

Last column: Mulliken charge in e.
Geometry (Å):
Cu: -1.077 1.921 2.696  0.646
Br: 0.629 0.428 1.339  -0.759
C: 1.447 0.888 -2.833  0.635
O: 1.648 0.981 -4.008  -0.678
N: 1.868 -0.069 -2.115  -0.185
N: 0.726 1.742 -2.138  -0.216
H: 1.499 -0.136 -1.177  -0.012
H: 2.665 -0.578 -2.470  0.211
H: 0.501 1.618 -1.161  0.060
H: 0.295 2.486 -2.668  0.241
C: 0.101 -2.777 3.950  0.615
O: -0.939 -2.169 3.816  -0.636
N: 0.213 -3.939 4.570  -0.403
N: 1.247 -2.286 3.512  -0.260
H: -0.619 -4.369 4.949  0.230
H: 1.093 -4.369 4.813  0.160
H: 1.132 -1.710 2.691  0.110
H: 2.090 -2.815 3.686  0.185
C: 4.614 1.479 1.161  0.854
O: 5.831 1.323 1.032  -0.158
N: 4.121 1.562 2.342  -0.293
N: 3.734 1.753 0.173  -0.142
H: 3.124 1.470 2.474  0.158
H: 4.725 1.223 3.078  0.272
H: 4.001 1.724 -0.801  0.246
H: 2.768 1.734 0.465  0.037
C: -4.732 0.671 -2.073  -1.484
C: -3.464 1.084 -1.293  0.211
C: -2.622 -0.039 -0.970  -0.076
O: -2.066 -0.624 -2.139  -0.408
C: -1.078 -1.574 -1.804  -0.601
N: -2.733 2.044 -2.122  -0.671
H: -5.533 1.407 -2.146  0.372
H: -5.115 -0.258 -1.651  0.357
H: -4.632 0.356 -3.112  0.317
H: -3.687 1.513 -0.316  0.415
H: -3.157 -0.756 -0.347  0.562
H: -1.854 0.392 -0.329  -0.187
H: -0.535 -1.842 -2.710  0.267
H: -1.538 -2.500 -1.459  0.349
H: -0.375 -1.232 -1.044  0.083
H: -2.397 2.714 -1.445  0.294
H: -1.916 1.528 -2.417  0.280

## Properties
total charge = +1
energy relative to the best compared isomer or geometry (same formula, charge and spin) = 7.194 eV
2S+1 = 2
maximum force = 6.33 eV/Å
frontier orbital gap (spin up / spin down) = 0.23076 / 0.08698 Ha
HOMO energy (spin up / spin down) = -11.46 / -11.46 eV
DFT total energy = -140926.3588 eV
expectation value of S² = 0.754

***

No. 6
Entry from the OMol25 dataset: C7H23HfNO9S as an isolated structure at a distorted geometry (ωB97M-V/def2-TZVPD).

Last column: Mulliken charge in e.
Geometry (Å):
Hf: -2.390 1.643 -0.462  1.604
S: -2.541 -0.932 -3.041  1.330
O: -3.975 -0.737 -3.055  -0.498
O: -2.098 -0.089 -1.987  0.047
O: -2.302 -2.320 -2.680  -0.484
O: -1.981 -0.594 -4.357  -0.499
C: -3.342 2.341 4.235  -1.437
C: -2.450 1.624 3.252  0.788
C: -2.064 0.243 3.858  -1.291
O: -3.008 1.663 1.974  -0.754
H: -2.958 1.981 5.190  0.375
H: -4.394 2.109 4.399  0.375
H: -3.319 3.427 4.332  0.338
H: -1.556 2.247 3.229  0.139
H: -2.930 -0.403 3.709  0.340
H: -1.756 0.283 4.903  0.425
H: -1.183 -0.205 3.398  0.251
O: -0.548 0.506 0.226  -0.354
H: -0.114 -0.058 0.896  0.101
C: 3.399 0.672 -3.103  -1.276
C: 2.559 0.052 -1.953  0.680
C: 3.107 -1.100 -0.996  -0.826
O: 2.087 -1.770 -0.301  -0.249
C: 2.530 -2.999 0.334  -0.882
N: 2.171 1.137 -1.085  -0.604
H: 4.137 -0.041 -3.470  0.363
H: 4.058 1.495 -2.827  0.346
H: 2.678 0.905 -3.886  0.285
H: 1.626 -0.262 -2.420  0.116
H: 3.810 -0.730 -0.250  0.350
H: 3.554 -1.843 -1.657  0.448
H: 2.010 -3.884 -0.034  0.273
H: 2.169 -2.964 1.361  0.274
H: 3.612 -3.094 0.423  0.441
H: 2.989 1.501 -0.618  0.317
H: 1.499 0.869 -0.381  0.012
O: -0.578 1.977 -2.008  -0.641
H: 0.179 1.440 -1.773  0.476
H: -0.549 2.028 -2.963  0.344
O: -0.657 -2.381 0.043  -0.581
H: -1.290 -2.176 -0.644  0.282
H: -0.187 -1.560 0.189  0.255

## Properties
total charge = +1
2S+1 = 2
maximum force = 9.91 eV/Å
frontier orbital gap (spin up / spin down) = 0.16705 / 0.16715 Ha
HOMO energy (spin up / spin down) = -12.26 / -12.26 eV
DFT total energy = -39677.0446 eV
expectation value of S² = 0.765